Entry 1:
{"formula": "C6H10O6Pb", "method": "the ωB97M-V functional and the def2-TZVPD basis", "species": ["O", "C", "O", "C", "C", "C", "C", "O", "C", "O", "O", "H", "H", "H", "H", "H", "H", "H", "H", "H", "Pb", "O", "H"], "coordinates": [[1.509322, 2.398422, 0.373278], [2.220474, 1.337369, 0.115554], [1.579570, 0.214908, 0.062688], [0.760090, -0.203069, 1.188228], [0.249847, -1.600244, 0.913812], [-0.279758, -1.843978, -0.499767], [-1.091588, -0.723520, -1.114755], [-2.151422, -0.364599, -0.215597], [-2.728487, 0.806530, -0.405587], [-2.643984, 1.489755, -1.398014], [-3.423536, 1.119305, 0.682488], [-0.050592, 0.526941, 1.301402], [1.384069, -0.185511, 2.089315], [-0.538203, -1.789373, 1.657158], [1.053652, -2.320922, 1.119987], [-0.884342, -2.762119, -0.496882], [0.561278, -2.030922, -1.182204], [-1.534049, -1.052680, -2.063597], [-0.485134, 0.170551, -1.314271], [-3.813864, 1.995564, 0.572614], [5.046472, 0.237911, -0.936866], [3.380797, 1.431499, -0.299641], [1.879380, 3.148175, -0.149349]], "forces_ev_per_a": [[-0.066, 0.776, -0.162], [-0.574, 0.229, -1.580], [1.234, -0.689, 0.499], [-0.930, 0.172, 0.594], [0.035, -0.191, 0.267], [-0.108, -0.248, -0.198], [-0.200, 0.230, -0.487], [0.452, -0.625, 0.566], [-0.255, 0.828, -0.854], [0.217, -0.220, 0.361], [-0.095, -0.111, 0.511], [0.122, -0.194, -0.073], [-0.095, 0.039, -0.202], [0.191, 0.088, -0.194], [-0.213, 0.130, -0.043], [0.205, 0.214, 0.047], [-0.192, 0.039, 0.099], [0.162, 0.133, 0.168], [-0.199, -0.214, 0.016], [-0.048, -0.033, -0.243], [1.270, -0.934, -0.495], [-0.790, 0.845, 0.537], [-0.124, -0.263, 0.865]], "lowdin_spin": [0.01, 0.02, 0.01, 0.00, 0.00, 0.00, 0.00, 0.00, 0.00, 0.00, 0.00, 0.00, 0.00, 0.00, 0.00, 0.00, 0.00, 0.00, 0.00, 0.00, 0.86, 0.10, 0.00], "lumo_ev": [-5.31, -5.22], "total_charge": 1, "homo_energy_ev": [-11.0855, -13.3342], "multiplicity": 2, "fmax_ha_per_bohr": 0.0330}

---

Entry 2:
{"formula": "C6H10OS", "method": "the ωB97M-V functional and the def2-TZVPD basis", "species": ["C", "C", "C", "C", "C", "C", "H", "H", "H", "H", "H", "H", "H", "H", "H", "H", "O", "S"], "coordinates": [[1.923400, 1.283955, -0.643575], [0.777090, 0.257472, -0.307675], [-0.226487, 0.817780, 0.374323], [-1.038183, -1.842699, 0.374126], [-0.740342, -1.547387, -1.140375], [0.669485, -1.019551, -1.143748], [2.016932, 2.518710, 1.243136], [2.867059, 0.653205, -0.510119], [1.751694, 1.485853, -1.659815], [-0.111525, 1.914980, 0.733912], [-0.182652, -2.044100, 1.067623], [-1.929047, -2.662268, 0.805086], [-0.772212, -2.541519, -1.663957], [-1.673470, -0.706921, -1.261042], [1.468140, -1.779510, -0.803326], [0.448492, -0.763087, -2.298726], [1.752386, 2.551031, 0.194871], [-1.630768, -0.261312, 1.106863]], "forces_ev_per_a": [[-0.473, -1.566, 3.685], [-0.265, 1.829, -0.987], [-1.088, -0.579, 2.015], [-2.353, -1.162, 2.870], [-2.919, -1.103, 3.536], [-0.572, 1.159, -1.792], [-0.711, -0.768, -4.204], [-0.682, 1.599, -0.016], [0.295, 1.181, -1.230], [-0.644, -2.312, -0.530], [-0.188, -0.315, -1.224], [2.428, 2.230, -1.868], [-0.406, 1.320, -0.128], [2.919, -2.375, -0.980], [-1.265, 0.968, -1.346], [2.701, -0.027, 1.873], [1.763, -1.454, 1.406], [1.463, 1.374, -1.080]], "nbo_charge": [-0.07, -0.11, -0.31, -0.54, -0.45, -0.47, 0.49, 0.18, 0.19, 0.26, 0.22, 0.23, 0.23, 0.25, 0.24, 0.25, -0.76, 0.17], "lumo_ev": 0.74, "homo_energy_ev": -8.1543, "multiplicity": 1, "fmax_ha_per_bohr": 0.0917}

---

Entry 3:
{"formula": "C6H10OS", "method": "the ωB97M-V functional and the def2-TZVPD basis", "species": ["C", "C", "C", "C", "C", "C", "H", "H", "H", "H", "H", "H", "H", "H", "H", "H", "O", "S"], "coordinates": [[-1.786735, 0.557652, -0.251967], [-0.726311, -0.526352, 0.034629], [0.299571, -0.759871, -1.108851], [1.659132, -0.302294, -0.570549], [1.517693, 0.029518, 0.857076], [0.097839, -0.237693, 1.310758], [-0.494682, 2.018111, -0.380211], [-2.631785, 0.417609, 0.396503], [-2.140736, 0.449557, -1.318982], [-1.288831, -1.436803, 0.185979], [0.011271, -0.267038, -2.051321], [0.376325, -1.818892, -1.337910], [2.550567, -0.771702, -0.961918], [2.354852, -0.189872, 1.552918], [0.070866, -1.142949, 1.981377], [-0.309602, 0.634601, 1.883201], [-1.387064, 1.879487, -0.010545], [1.827622, 1.466935, -0.210193]], "forces_ev_per_a": [[0.204, -0.192, -1.146], [-0.016, 0.628, -0.175], [0.190, 0.336, 0.029], [-0.474, -0.159, -0.504], [0.796, -0.471, 0.800], [-0.428, 0.001, 0.969], [-0.265, -0.065, 0.158], [-0.491, -0.273, 0.271], [0.219, -0.053, 0.858], [-0.174, -0.320, -0.028], [0.135, -0.028, 0.362], [0.004, -0.242, 0.003], [0.064, 0.001, 0.057], [-0.706, 0.208, -0.529], [0.215, 0.901, -0.534], [0.255, -0.807, -0.434], [0.525, 0.391, -0.125], [-0.054, 0.145, -0.031]], "nbo_charge": [-0.05, -0.25, -0.42, -0.29, -0.29, -0.43, 0.47, 0.18, 0.15, 0.22, 0.22, 0.22, 0.24, 0.24, 0.22, 0.24, -0.74, 0.07], "lumo_ev": 0.80, "homo_energy_ev": -9.0568, "multiplicity": 1, "fmax_ha_per_bohr": 0.0238}

---

Entry 4:
{"formula": "C6H10OS", "method": "the ωB97M-V functional and the def2-TZVPD basis", "species": ["C", "C", "C", "C", "C", "C", "O", "S", "H", "H", "H", "H", "H", "H", "H", "H", "H", "H"], "coordinates": [[-0.932343, 1.311072, 0.718487], [-1.371472, 1.332028, -0.611335], [0.073083, -0.390530, -1.054446], [0.165822, 0.375358, 1.121612], [-0.342319, -1.807515, -1.558565], [1.459824, 1.044662, 1.300350], [-0.922939, 0.521724, -1.522833], [-0.310045, -0.972493, 2.112274], [-1.246533, 2.033897, 1.451734], [-2.299598, 1.869663, -0.941579], [1.062691, -0.026109, -1.337819], [-1.422147, -1.938227, -1.251728], [0.427271, -2.530287, -1.326800], [-0.451443, -1.705045, -2.662929], [1.506942, 1.432814, 2.415033], [1.544205, 1.856368, 0.613203], [2.355268, 0.323910, 1.478282], [-1.363509, -1.384965, 1.309255]], "forces_ev_per_a": [[-0.247, -0.216, -2.659], [-1.285, 1.442, 4.145], [0.043, 0.410, 1.278], [-1.694, -0.556, -4.540], [-0.850, 2.509, -0.061], [2.024, -1.552, 4.168], [1.012, -1.538, -0.886], [-0.667, -0.878, 0.235], [-0.578, 0.087, 0.012], [1.288, -0.094, 0.358], [-0.083, -0.252, -0.153], [1.365, -0.621, 0.245], [-0.394, -0.474, 0.295], [0.401, -0.147, 0.522], [-0.522, 0.052, -1.939], [0.609, 0.342, -0.375], [-1.273, 1.058, -1.367], [0.852, 0.428, 0.721]], "nbo_charge": [-0.43, 0.19, 0.11, -0.13, -0.68, -0.68, -0.51, 0.03, 0.22, 0.20, 0.16, 0.22, 0.23, 0.23, 0.22, 0.24, 0.23, 0.14], "lumo_ev": 0.78, "homo_energy_ev": -7.7498, "multiplicity": 1, "fmax_ha_per_bohr": 0.0950}

---

Entry 5:
{"formula": "C6H10OS", "method": "the ωB97M-V functional and the def2-TZVPD basis", "species": ["C", "C", "C", "C", "C", "C", "O", "S", "H", "H", "H", "H", "H", "H", "H", "H", "H", "H"], "coordinates": [[0.564539, 1.835992, 0.346804], [0.906445, 0.597756, 0.578959], [-0.696018, 2.146151, -0.262310], [0.117354, -0.552949, 0.201910], [0.370328, -1.775664, 1.154881], [0.137007, -0.905592, -1.233994], [-2.479114, -0.243792, -0.714828], [-1.697261, -0.016029, 0.498140], [1.165772, 2.631014, 0.685735], [1.935721, 0.633868, 0.865117], [-1.161322, 3.059525, -0.082831], [-0.908749, 1.726283, -1.275798], [1.177569, -2.402693, 0.747806], [-0.414087, -2.535625, 1.200124], [0.610697, -1.359419, 2.036589], [-0.747623, -0.434994, -1.629186], [0.169332, -1.943579, -1.420439], [0.949412, -0.460259, -1.696687]], "forces_ev_per_a": [[-1.743, 1.023, -0.520], [2.152, 0.584, 0.055], [-0.737, -3.096, -0.879], [-1.477, -2.218, 1.455], [-0.337, -1.017, -3.970], [-0.703, 0.584, -0.027], [-0.929, -0.877, -0.664], [1.097, 2.615, 0.450], [0.869, 0.866, 0.305], [0.683, -1.460, 0.699], [-0.896, 1.375, 0.486], [0.197, 0.452, 0.920], [0.348, 0.582, 0.212], [-0.534, 0.625, 0.180], [0.799, 0.764, 3.505], [-0.288, -0.412, -1.003], [-0.287, -1.183, -0.191], [1.787, 0.795, -1.012]], "nbo_charge": [-0.24, -0.21, -0.41, -0.23, -0.61, -0.64, -0.90, 1.08, 0.21, 0.22, 0.20, 0.21, 0.21, 0.22, 0.21, 0.25, 0.22, 0.22], "lumo_ev": [-0.46, -0.49], "homo_energy_ev": [-7.9918, -8.0890], "multiplicity": 1, "fmax_ha_per_bohr": 0.0800}

---

Entry 6:
{"formula": "C6H10OS", "method": "the ωB97M-V functional and the def2-TZVPD basis", "species": ["C", "C", "C", "C", "C", "C", "H", "H", "H", "H", "H", "H", "H", "H", "H", "H", "O", "S"], "coordinates": [[-0.018989, -1.854005, -0.133914], [-0.325978, -0.197398, -0.623582], [-1.327600, -0.260941, -1.897037], [0.614941, 0.772628, -1.048558], [1.168032, 0.626921, 1.661735], [0.855485, 1.541007, 2.657567], [0.561953, -1.841199, 0.771136], [-0.975584, -2.363699, 0.005331], [0.454656, -1.985627, -1.170458], [-0.997745, 0.069295, 0.286405], [-2.513530, -0.445668, -1.658578], [-1.258001, 0.815642, -2.271751], [-0.776645, -0.819139, -2.710100], [1.094204, -0.498061, 2.054701], [0.490474, 2.529339, 2.223916], [0.558538, 1.261914, 3.698202], [0.622743, 1.199092, -2.178617], [1.773046, 1.449900, 0.333602]], "forces_ev_per_a": [[0.468, 3.579, -3.491], [-6.297, -4.014, 1.927], [-1.046, 1.437, 0.630], [2.835, 1.810, 0.264], [-1.359, -0.637, 5.781], [-1.789, -0.714, -1.616], [0.570, -0.413, -0.269], [0.196, 0.332, -0.323], [-0.113, -1.464, 2.089], [1.475, 0.539, -1.492], [3.308, -0.302, -0.621], [-0.925, -1.728, 0.304], [-1.345, 0.047, 0.796], [0.899, 2.421, -1.654], [1.155, -0.930, 1.278], [0.470, 0.216, -1.018], [1.658, 0.426, 1.178], [-0.159, -0.601, -3.764]], "nbo_charge": [-0.56, -0.39, -0.63, 0.47, -0.46, -0.38, 0.21, 0.22, 0.23, 0.26, 0.22, 0.24, 0.22, 0.23, 0.21, 0.21, -0.54, 0.25], "lumo_ev": 0.48, "homo_energy_ev": -9.0031, "multiplicity": 1, "fmax_ha_per_bohr": 0.1500}

---

Entry 7:
{"formula": "C6H10OS2", "method": "the ωB97M-V functional and the def2-TZVPD basis", "species": ["C", "C", "C", "C", "C", "C", "O", "S", "S", "H", "H", "H", "H", "H", "H", "H", "H", "H", "H"], "coordinates": [[-0.104411, -0.798294, 0.003774], [0.855873, 0.458984, -0.078250], [0.692592, -2.062799, -0.046622], [2.238648, -0.146112, -0.453851], [-1.090420, -0.758373, 1.167128], [0.218907, 1.436044, -1.078507], [4.803651, 0.861453, -0.115860], [2.369581, -1.919593, -0.269954], [3.597289, 0.562478, 0.713366], [-0.721966, -0.787775, -0.891463], [0.980304, 1.139578, 0.756554], [0.491491, -2.989572, 0.564189], [2.415814, 0.070355, -1.577945], [-1.889304, 0.027067, 0.830323], [-0.553363, -0.613724, 2.099954], [-1.614930, -1.722889, 1.348653], [-0.866555, 1.576364, -0.774152], [0.109858, 1.080920, -2.137249], [0.699783, 2.400267, -1.050031]], "forces_ev_per_a": [[0.128, -0.267, 0.655], [-0.458, -1.292, -1.255], [0.253, -1.680, 1.543], [1.253, 2.054, -1.682], [-1.467, 0.340, -0.733], [-1.419, -0.449, -0.767], [-0.171, -0.064, 0.265], [-0.372, 0.364, 0.043], [-0.767, -0.327, -1.561], [0.003, 0.198, -0.387], [-0.230, -0.810, 1.112], [-0.496, 1.158, -0.835], [0.380, 0.113, 1.964], [1.368, -1.166, 1.496], [-0.203, 0.791, 0.163], [0.186, 0.534, -0.625], [1.255, 0.042, -0.058], [0.583, 0.101, 0.851], [0.172, 0.359, -0.190]], "nbo_charge": [-0.28, -0.25, -0.41, -0.57, -0.60, -0.60, -0.79, 0.39, 0.91, 0.21, 0.22, 0.22, 0.25, 0.21, 0.21, 0.22, 0.21, 0.21, 0.22], "lumo_ev": [0.27, -0.89], "homo_energy_ev": [-8.7553, -7.1422], "multiplicity": 1, "fmax_ha_per_bohr": 0.0571}

---

Entry 8:
{"formula": "C6H10OSi", "method": "the ωB97M-V functional and the def2-TZVPD basis", "species": ["C", "C", "C", "C", "C", "C", "O", "Si", "H", "H", "H", "H", "H", "H", "H", "H", "H", "H"], "coordinates": [[-0.761505, -2.313972, -0.224559], [-1.457902, -1.450415, 0.695573], [0.212345, -1.895248, -1.094154], [-1.239849, -0.117911, 0.851522], [1.498702, 0.960086, 1.421175], [0.164795, 2.113952, -1.262777], [0.668641, -0.678977, -1.164172], [0.268915, 0.602072, -0.065608], [-1.115209, -3.353009, -0.257873], [-2.218932, -2.084871, 1.274551], [0.619326, -2.549843, -1.891592], [-1.952885, 0.450923, 1.489174], [2.446950, 0.783503, 1.072445], [1.197635, 1.955641, 1.709150], [1.249393, 0.220309, 2.186724], [0.977589, 2.253863, -1.957579], [-0.637548, 2.041940, -1.932504], [0.079538, 3.061957, -0.849497]], "forces_ev_per_a": [[1.046, -0.442, -1.097], [-0.757, -0.444, 0.820], [-1.595, -2.364, 0.293], [-0.557, -0.010, -0.550], [-3.453, -1.120, -1.161], [0.809, -1.769, 0.336], [0.628, 2.434, 0.790], [-0.129, 0.152, 0.480], [0.455, 0.487, -0.195], [0.792, 1.601, -0.581], [-0.245, 0.262, 0.713], [0.813, -0.390, -0.350], [2.622, 0.289, -0.480], [0.535, 0.398, 0.308], [0.038, 0.259, 0.018], [0.906, -0.559, 0.005], [-1.620, -0.484, -0.800], [-0.289, 1.700, 1.451]], "nbo_charge": [-0.40, -0.18, 0.23, -0.71, -1.07, -1.11, -0.80, 1.77, 0.22, 0.21, 0.18, 0.23, 0.23, 0.23, 0.24, 0.25, 0.24, 0.23], "lumo_ev": 0.86, "homo_energy_ev": -7.9501, "multiplicity": 1, "fmax_ha_per_bohr": 0.0741}

---

Entry 9:
{"formula": "C6H10PS", "method": "the ωB97M-V functional and the def2-TZVPD basis", "species": ["C", "C", "C", "C", "C", "C", "P", "S", "H", "H", "H", "H", "H", "H", "H", "H", "H", "H"], "coordinates": [[2.319098, -0.802619, 0.775370], [2.450263, -0.638208, -0.728566], [1.136343, -0.543467, 1.280662], [1.592168, -0.116212, -1.540229], [-0.603805, 1.690887, 0.832136], [-2.877934, -0.611068, -0.897855], [-0.155194, 0.033365, 0.175759], [-1.764545, -1.418108, 0.292512], [3.292834, -1.117505, 1.258197], [3.397096, -0.778621, -1.209809], [0.873986, -0.512205, 2.414021], [1.573588, 0.099443, -2.594569], [-1.156488, 2.407700, 0.185517], [0.309065, 2.008121, 1.312487], [-1.248429, 1.508261, 1.704910], [-3.648898, -1.353640, -1.179955], [-2.270548, -0.207343, -1.769073], [-3.218595, 0.351227, -0.311521]], "forces_ev_per_a": [[1.976, -0.539, -1.719], [0.690, 0.252, 0.976], [-1.619, 0.414, 3.030], [-2.764, 0.131, 1.948], [-1.086, -0.580, 0.341], [0.478, 2.667, 0.480], [1.004, -0.812, -1.637], [1.645, 0.864, -0.262], [-1.656, 0.453, -0.085], [0.781, -0.477, 0.060], [0.705, -0.308, -2.102], [-0.537, 0.146, 0.028], [0.915, -0.562, 0.210], [0.458, 0.762, -0.462], [-0.141, -0.202, -0.268], [0.339, 0.809, 0.163], [-0.986, -0.941, 0.763], [-0.203, -2.077, -1.463]], "nbo_charge": [-0.13, -0.30, -0.57, -0.08, -0.96, -0.75, 1.04, 0.09, 0.27, 0.27, 0.28, 0.25, 0.29, 0.27, 0.27, 0.28, 0.24, 0.24], "lumo_ev": -5.02, "total_charge": 1, "homo_energy_ev": -13.3450, "multiplicity": 1, "fmax_ha_per_bohr": 0.0673}

---

Entry 10:
{"formula": "C6H10S", "method": "the ωB97M-V functional and the def2-TZVPD basis", "species": ["C", "C", "C", "C", "C", "C", "S", "H", "H", "H", "H", "H", "H", "H", "H", "H", "H"], "coordinates": [[-0.226397, 0.850361, 1.361086], [-0.049153, -0.653556, 1.577114], [0.247444, 0.785760, -0.037108], [0.414272, -0.686306, 0.038256], [-0.107428, 1.693331, -1.228078], [-0.121766, -1.709712, -0.960700], [1.978212, 0.086950, -0.032551], [-1.358647, 1.168522, 1.376614], [0.348483, 1.311026, 2.099696], [0.599912, -0.958462, 2.465884], [-0.931086, -1.224905, 1.590718], [0.607190, 1.428820, -2.116420], [0.059010, 2.691457, -0.968786], [-1.025428, 1.380999, -1.631154], [-1.096731, -1.493921, -1.437282], [-0.051668, -2.665497, -0.359656], [0.713776, -2.004873, -1.737629]], "forces_ev_per_a": [[-3.532, 0.083, 0.768], [1.033, -0.487, -0.967], [1.487, 0.459, -1.321], [-1.286, -0.961, 0.386], [2.877, -3.245, -0.958], [2.970, -1.966, -0.043], [1.035, 0.749, -0.275], [2.090, -0.388, 0.260], [0.684, 1.779, 0.828], [-0.440, 0.260, -1.700], [-1.492, -0.520, 0.479], [-0.979, 0.570, 1.748], [-0.334, 1.618, 0.199], [-1.814, 0.389, -0.183], [0.582, -0.216, 0.488], [-1.067, 0.706, -0.695], [-1.814, 1.170, 0.985]], "nbo_charge": [-0.42, -0.40, -0.05, -0.15, -0.63, -0.65, 0.09, 0.21, 0.22, 0.22, 0.20, 0.23, 0.23, 0.22, 0.23, 0.23, 0.23], "lumo_ev": 0.93, "homo_energy_ev": -8.3770, "multiplicity": 1, "fmax_ha_per_bohr": 0.0864}